ORCA calculation (wB97M-V/def2-TZVPD) on a molecular structure, C4H14N3 at a distorted geometry.

Computed properties:
**E_LUMO**: -8.703 eV
**Orbital gap**: 5.37 eV
**ΔE to the lowest compared entry with this formula, charge and spin**: 167.59 kcal per mole
**Charge**: +1
**Multiplicity**: 1

XYZ file:
```
21
C4H14N3 (wB97M-V/def2-TZVPD)
N 1.310 -1.624 -0.651
N 0.072 -2.565 -2.975
N -1.087 -1.849 -5.354
C -0.917 -0.384 -3.453
C -1.878 -1.115 -4.356
C -0.326 -1.319 -2.395
C 0.911 -0.699 -1.692
H -0.068 -0.028 -4.100
H 0.661 0.274 -1.251
H 3.291 12.791 28.652
H -2.603 -1.807 -3.748
H 2.900 12.433 28.020
H -1.100 -1.490 -1.616
H 2.190 -1.409 -0.243
H -2.510 -0.428 -4.934
H -0.467 -3.363 -2.591
H -0.485 -2.453 -4.813
H -1.390 0.489 -3.006
H -1.601 -2.352 -5.987
H 1.400 -2.534 -1.035
H 1.699 -0.566 -2.472
```